# 1
# C44H111F6N9O13Sr

C44H111F6N9O13Sr as an isolated structure in a non-equilibrium geometry (the ωB97M-V functional and the def2-TZVPD basis, the Open Molecules 2025 dataset).

XYZ file:
```
184
Properties=species:S:1:pos:R:3:lowdin_charge:R:1
Sr 0.272 -4.001 -1.625 1.5012
C -1.922 -6.306 0.103 -0.4647
O -1.748 -5.375 1.186 -0.1465
O -1.593 -5.759 -1.070 -0.2653
C -1.120 -7.583 0.567 -0.5038
F -1.892 -8.539 1.141 0.1201
F -0.418 -8.157 -0.425 0.1269
F -0.205 -7.279 1.537 0.0901
C -2.785 -5.391 2.163 -0.2458
C -2.269 -4.632 3.390 -0.0649
H -3.139 -4.539 4.047 0.0765
H -1.535 -5.254 3.901 0.0764
H -1.886 -3.645 3.152 0.0478
H -3.002 -6.409 2.496 0.1197
H -3.663 -4.902 1.735 0.1171
H -2.984 -6.574 0.033 0.1476
C -0.459 -0.539 -0.335 -0.4590
O 0.438 0.564 -0.347 -0.1093
O -0.026 -1.488 -1.198 -0.2873
C -0.573 -0.963 1.136 -0.5809
F -1.453 -1.951 1.309 0.1468
F 0.630 -1.342 1.570 0.1323
F -0.948 0.048 1.930 0.1182
C -0.054 1.850 -0.052 -0.2503
C 1.138 2.779 0.145 -0.0619
H 1.850 2.549 0.938 0.0790
H 1.642 2.877 -0.818 0.0421
H 0.833 3.804 0.382 0.0686
H -0.638 2.038 0.854 0.1146
H -0.613 2.230 -0.913 0.1148
H -1.468 -0.210 -0.647 0.1483
C -2.327 -1.164 6.956 -0.0596
C -1.576 -0.698 5.726 -0.4198
C -0.335 -1.575 5.411 -0.2254
O 0.766 -1.111 6.120 -0.1649
C 1.975 -1.681 5.658 -0.1016
N -2.435 -0.471 4.569 0.0390
H -2.983 -1.993 6.676 0.0763
H -2.860 -0.330 7.411 0.0775
H -1.635 -1.511 7.724 0.0801
H -1.280 0.325 5.978 0.1394
H -0.168 -1.504 4.323 0.1017
H -0.608 -2.633 5.545 0.1269
H 2.051 -1.409 4.597 0.0797
H 2.004 -2.771 5.741 0.0852
H 2.851 -1.253 6.139 0.0855
H -2.935 -1.307 4.274 0.0748
H -1.913 -0.158 3.762 0.0465
C 1.902 -2.229 -5.433 -0.0446
C 1.219 -3.124 -4.376 -0.4022
C 0.976 -4.567 -4.819 -0.1682
O 0.371 -5.347 -3.783 -0.3178
C -0.253 -6.550 -4.168 -0.0913
N 2.044 -2.939 -3.142 -0.0427
H 1.167 -1.680 -6.031 0.0800
H 2.410 -2.892 -6.144 0.0788
H 2.544 -1.439 -5.057 0.0666
H 0.257 -2.607 -4.292 0.1293
H 1.929 -4.974 -5.174 0.1348
H 0.244 -4.456 -5.624 0.1357
H -0.944 -6.502 -5.010 0.0920
H -0.687 -6.987 -3.269 0.0873
H 0.507 -7.290 -4.459 0.0942
H 3.025 -3.001 -3.389 0.0755
H 1.928 -1.983 -2.793 0.0247
C -4.155 1.388 0.865 -0.0660
C -5.254 1.114 1.889 -0.4239
C -6.015 -0.183 1.658 -0.2310
O -7.068 -0.235 2.595 -0.1771
C -7.953 -1.281 2.320 -0.1231
N -4.705 1.230 3.256 0.0598
H -4.587 1.316 -0.139 0.0754
H -3.316 0.687 0.930 0.0530
H -3.672 2.364 0.918 0.0762
H -5.970 1.915 1.679 0.1373
H -5.416 -1.103 1.746 0.1262
H -6.309 -0.191 0.597 0.1066
H -8.858 -1.163 2.923 0.0879
H -7.491 -2.251 2.545 0.0903
H -8.352 -1.285 1.297 0.0881
H -3.976 0.525 3.366 0.0219
H -5.481 0.908 3.831 0.0636
C -3.096 -4.102 -4.505 -0.0374
C -3.023 -2.852 -3.627 -0.3981
C -4.441 -2.351 -3.293 -0.2060
O -5.010 -3.081 -2.242 -0.1847
C -5.155 -2.452 -0.990 -0.0991
N -2.264 -3.118 -2.411 0.0071
H -4.126 -4.440 -4.628 0.0805
H -2.512 -4.938 -4.117 0.0603
H -2.699 -3.916 -5.506 0.0750
H -2.427 -2.098 -4.156 0.1327
H -5.064 -2.318 -4.191 0.1238
H -4.373 -1.292 -2.997 0.1209
H -5.973 -1.720 -1.021 0.0787
H -4.227 -1.922 -0.751 0.0762
H -5.396 -3.218 -0.257 0.0911
H -2.303 -2.279 -1.844 0.0582
H -2.685 -3.952 -2.002 0.0678
C -3.381 8.731 -1.316 -0.0846
C -3.255 7.947 -2.596 -0.4157
C -2.830 6.488 -2.461 -0.2361
O -1.469 6.356 -2.157 -0.1842
C -1.007 5.035 -2.436 -0.0922
N -4.583 7.925 -3.305 0.0134
H -3.640 9.787 -1.405 0.0744
H -2.417 8.739 -0.791 0.0794
H -4.101 8.298 -0.613 0.0804
H -2.663 8.567 -3.274 0.1381
H -3.167 5.939 -3.349 0.1230
H -3.395 6.012 -1.640 0.1321
H -0.019 4.914 -2.008 0.0667
H -1.044 4.934 -3.526 0.0952
H -1.750 4.327 -2.051 0.0819
H -4.940 8.875 -3.254 0.0610
H -5.203 7.397 -2.689 0.0643
C 1.150 6.599 2.592 -0.0603
C 2.363 7.117 3.386 -0.4451
C 3.526 6.138 3.422 -0.2380
O 3.163 4.859 3.865 -0.1847
C 4.287 4.006 4.009 -0.0997
N 2.722 8.436 2.852 0.0314
H 1.513 6.197 1.637 0.0663
H 0.411 7.363 2.365 0.0761
H 0.674 5.774 3.122 0.0767
H 1.960 7.229 4.397 0.1369
H 4.313 6.588 4.044 0.1268
H 3.870 5.987 2.382 0.1213
H 4.943 4.395 4.795 0.0878
H 4.851 3.851 3.087 0.0767
H 3.857 3.092 4.413 0.0893
H 2.911 8.328 1.851 0.0713
H 3.695 8.608 3.129 0.0666
C 2.267 -5.390 2.556 -0.0461
C 2.285 -4.894 1.097 -0.3834
C 2.320 -6.042 0.045 -0.1615
O 2.313 -5.478 -1.288 -0.3232
C 3.455 -5.980 -2.009 -0.0659
N 1.102 -4.040 0.940 0.0053
H 1.298 -5.822 2.795 0.0695
H 2.641 -4.578 3.182 0.0756
H 3.004 -6.171 2.794 0.0804
H 3.239 -4.392 0.912 0.1429
H 1.373 -6.584 0.048 0.1055
H 3.163 -6.663 0.337 0.1296
H 4.356 -6.141 -1.419 0.0913
H 3.672 -5.273 -2.806 0.0765
H 3.136 -6.948 -2.404 0.0992
H 0.323 -4.595 1.319 0.0635
H 1.103 -3.331 1.659 0.0633
C 4.870 -0.734 -2.489 -0.0422
C 3.654 -0.608 -1.551 -0.4225
C 3.958 0.318 -0.378 -0.1925
O 5.123 -0.186 0.268 -0.1825
C 5.374 0.444 1.493 -0.1233
N 2.507 -0.153 -2.335 0.0495
H 5.691 -1.283 -2.042 0.0763
H 5.168 0.314 -2.640 0.0773
H 4.571 -1.018 -3.498 0.0616
H 3.423 -1.607 -1.157 0.1339
H 3.123 0.248 0.327 0.1188
H 4.108 1.347 -0.730 0.1237
H 6.313 0.010 1.841 0.0891
H 4.587 0.289 2.242 0.0849
H 5.532 1.530 1.447 0.0774
H 2.714 0.795 -2.649 0.0706
H 1.654 -0.055 -1.786 0.0487
C 2.562 5.837 -3.851 -0.0361
C 3.694 4.909 -3.391 -0.4225
C 4.442 5.432 -2.163 -0.2200
O 5.564 4.651 -1.792 -0.1969
C 6.135 5.051 -0.575 -0.1148
N 3.196 3.552 -3.108 0.0507
H 2.328 5.432 -4.832 0.0835
H 2.853 6.871 -3.685 0.0806
H 1.677 5.687 -3.228 0.0496
H 4.458 4.802 -4.165 0.1381
H 3.694 5.337 -1.354 0.1216
H 4.787 6.474 -2.141 0.1248
H 7.020 4.435 -0.440 0.0909
H 5.419 4.973 0.253 0.0737
H 6.422 6.112 -0.634 0.0873
H 3.946 2.882 -2.971 0.0569
H 2.751 3.599 -2.195 0.0309
```

The HOMO energy comes out at -8.39 eV. The value obtained for the LUMO energy is 0.277 eV.


# 2
# C44H114N6O20

A 10-piece molecular cluster, C44H114N6O20 overall in a non-equilibrium geometry (the ωB97M-V functional and the def2-TZVPD basis, the Open Molecules 2025 dataset).

XYZ file:
```
184
Properties=species:S:1:pos:R:3:lowdin_charge:R:1
C -23.486 17.371 12.938 -0.0705
O -23.910 18.077 14.097 -0.2114
C -25.309 18.238 14.161 -0.2171
C -25.802 19.519 13.499 -0.2007
N -25.695 19.529 12.048 -0.0417
C -26.712 18.669 11.417 -0.1907
C -26.840 18.989 9.952 -0.2595
O -27.361 20.256 9.773 -0.1846
C -27.603 20.557 8.454 -0.1339
H -23.977 17.718 12.028 0.0816
H -23.567 16.283 13.033 0.0776
H -22.420 17.595 12.828 0.0928
H -25.656 18.292 15.195 0.0996
H -25.793 17.382 13.677 0.1239
H -25.244 20.376 13.881 0.0986
H -26.839 19.631 13.880 0.1186
H -25.874 20.478 11.727 0.0931
H -27.685 18.900 11.890 0.1300
H -26.446 17.633 11.605 0.1123
H -27.487 18.225 9.481 0.1292
H -25.854 18.850 9.469 0.1350
H -26.710 20.479 7.828 0.0917
H -28.174 21.472 8.404 0.0873
H -28.264 19.776 8.031 0.0922
C -25.485 22.447 15.569 -0.1282
O -26.017 23.115 14.468 -0.2048
C -25.787 24.488 14.517 -0.2256
C -26.468 25.203 13.372 -0.1879
N -25.918 24.998 12.043 -0.0572
C -26.128 23.678 11.485 -0.1746
C -25.507 23.539 10.111 -0.1935
O -26.156 24.416 9.184 -0.2191
C -25.537 24.371 7.918 -0.1020
H -25.803 21.409 15.632 0.0532
H -25.808 22.849 16.548 0.1002
H -24.384 22.489 15.576 0.0837
H -24.712 24.740 14.506 0.1376
H -26.163 24.959 15.444 0.1052
H -26.221 26.266 13.536 0.1247
H -27.566 25.153 13.460 0.0916
H -26.039 25.805 11.426 0.0668
H -27.223 23.493 11.361 0.1243
H -25.785 22.859 12.115 0.1034
H -25.540 22.502 9.758 0.1145
H -24.467 23.913 10.159 0.1315
H -25.581 23.347 7.529 0.0798
H -24.537 24.801 7.979 0.0935
H -26.195 24.941 7.259 0.0736
C -28.846 22.380 14.155 -0.1115
O -30.155 22.569 14.624 -0.1589
C -30.186 22.846 16.000 -0.2238
C -29.643 24.201 16.406 -0.2200
N -30.443 25.249 15.811 -0.0337
C -30.084 26.562 16.300 -0.2009
C -28.747 27.039 15.750 -0.2269
O -28.676 28.438 15.535 -0.1942
C -27.460 28.939 15.045 -0.0968
H -28.255 21.609 14.654 0.0815
H -28.284 23.331 14.201 0.0581
H -28.861 22.227 13.069 0.0874
H -29.759 22.054 16.634 0.1040
H -31.253 22.880 16.242 0.1276
H -28.566 24.265 16.168 0.1057
H -29.724 24.248 17.495 0.1264
H -30.246 25.261 14.808 0.0817
H -30.095 26.663 17.388 0.1155
H -30.844 27.267 15.950 0.1140
H -28.670 26.645 14.710 0.1082
H -27.878 26.564 16.233 0.1103
H -26.573 28.382 15.364 0.0804
H -27.354 29.958 15.418 0.0710
H -27.511 28.968 13.949 0.0875
C -30.872 27.139 12.607 -0.1193
O -30.720 25.784 12.849 -0.1814
C -29.985 25.115 11.860 -0.2207
C -30.628 25.023 10.492 -0.1860
N -30.286 26.119 9.576 -0.0599
C -28.877 26.070 9.174 -0.1973
C -28.542 27.181 8.182 -0.2038
O -28.329 28.500 8.678 -0.1970
C -29.481 29.151 9.183 -0.0919
H -30.015 27.656 12.154 0.0815
H -31.099 27.635 13.555 0.0855
H -31.723 27.426 11.963 0.0939
H -29.736 24.129 12.259 0.1056
H -28.976 25.562 11.771 0.1044
H -31.703 25.118 10.702 0.1293
H -30.455 24.029 10.047 0.1172
H -30.937 26.077 8.803 0.1096
H -28.635 25.061 8.811 0.1120
H -28.304 26.245 10.085 0.0888
H -29.351 27.234 7.420 0.1256
H -27.671 26.905 7.576 0.1139
H -29.599 28.851 10.231 0.0707
H -30.392 28.840 8.665 0.0866
H -29.372 30.230 9.139 0.0865
C -23.568 13.780 14.257 -0.1326
O -24.688 14.444 14.773 -0.1766
C -24.536 14.669 16.139 -0.2508
C -25.630 15.576 16.614 -0.1934
N -25.485 15.928 18.006 -0.0477
C -24.175 16.325 18.463 -0.2073
C -23.617 17.538 17.788 -0.2456
O -24.432 18.649 17.947 -0.1830
C -23.924 19.724 17.186 -0.1009
H -23.544 12.731 14.606 0.0925
H -22.620 14.230 14.583 0.0919
H -23.607 13.746 13.172 0.0839
H -23.589 15.200 16.329 0.1088
H -24.484 13.723 16.695 0.1386
H -26.621 15.138 16.495 0.1296
H -25.599 16.494 16.007 0.0897
H -26.198 16.563 18.320 0.0673
H -23.473 15.489 18.475 0.1166
H -24.271 16.561 19.533 0.1273
H -23.542 17.363 16.699 0.1122
H -22.574 17.772 18.042 0.1340
H -23.906 19.559 16.103 0.0767
H -22.887 19.982 17.482 0.1073
H -24.430 20.640 17.500 0.0857
C -28.030 32.374 17.002 -0.0883
O -27.842 31.867 18.321 -0.1932
C -28.866 31.024 18.766 -0.2540
C -28.415 30.422 20.095 -0.2067
N -27.290 29.496 20.003 -0.0540
C -27.647 28.274 19.265 -0.2095
C -26.476 27.330 19.117 -0.2224
O -25.784 27.625 17.911 -0.1961
C -24.796 26.660 17.654 -0.1271
H -27.085 32.340 16.478 0.0820
H -28.460 33.378 17.056 0.0862
H -28.789 31.747 16.517 0.0802
H -29.142 30.266 18.019 0.1070
H -29.769 31.618 18.995 0.1265
H -29.271 30.004 20.619 0.1166
H -28.002 31.293 20.614 0.1192
H -26.605 29.990 19.423 0.1111
H -28.153 28.488 18.315 0.0992
H -28.408 27.773 19.881 0.1232
H -26.902 26.309 19.050 0.1187
H -25.839 27.324 20.012 0.1292
H -25.168 25.629 17.727 0.0786
H -23.983 26.750 18.393 0.0922
H -24.355 26.822 16.672 0.0848
O -30.001 23.564 4.400 -0.0485
C -28.810 23.541 5.164 -0.2691
C -27.841 22.475 4.741 -0.2431
O -28.365 21.222 5.177 -0.0694
H -30.708 23.153 4.907 0.0884
H -28.382 24.544 5.100 0.1167
H -28.961 23.367 6.242 0.1171
H -26.923 22.727 5.297 0.1073
H -27.657 22.443 3.665 0.1248
H -27.828 20.508 4.825 0.0853
O -21.589 19.750 14.247 -0.0854
C -21.925 21.104 13.916 -0.2214
C -22.289 21.243 12.440 -0.2221
O -21.107 21.328 11.611 -0.0672
H -22.358 19.192 14.030 0.0271
H -22.787 21.430 14.534 0.0904
H -21.108 21.767 14.182 0.1212
H -22.846 22.185 12.304 0.1158
H -22.971 20.449 12.112 0.1049
H -20.819 20.433 11.402 0.0788
O -26.239 27.473 10.865 -0.1100
C -24.918 27.926 10.416 -0.1791
C -23.826 27.741 11.458 -0.2414
O -23.521 26.395 11.846 -0.0932
H -26.882 27.698 10.181 0.0510
H -24.722 27.348 9.507 0.1203
H -25.000 29.001 10.232 0.1221
H -24.087 28.361 12.333 0.1174
H -22.880 28.114 11.063 0.1183
H -24.399 25.950 11.973 0.0268
O -28.055 17.509 18.867 -0.0899
C -28.825 18.706 18.548 -0.2098
C -28.220 19.367 17.354 -0.2342
O -26.977 20.025 17.628 -0.0819
H -28.302 17.166 19.728 0.0858
H -29.882 18.441 18.404 0.1202
H -28.776 19.330 19.452 0.1264
H -28.967 20.090 17.011 0.0990
H -28.025 18.661 16.530 0.1244
H -26.254 19.385 17.811 0.0580
```

The HOMO energy comes out at -8.37 eV. The value obtained for the LUMO energy is 0.354 eV. Its SMILES is COCCNCCOC.COCCNCCOC.COCCNCCOC.COCCNCCOC.COCCNCCOC.COCCNCCOC.OCCO.OCCO.OCCO.OCCO.


Result set for energy relative to the best compared isomer or geometry (same formula, charge and spin): 0.0; 16.0 kcal per mole, one per record in the order listed.
Result set for E_tot: -3843.79051; -3577.80311 Ha, one per record in the order listed.
Result set for M: 1176.03; 1047.42 g/mol, one per record in the order listed.